{
  "formula": "C11H44Ag2O15P",
  "method": "the ωB97M-V functional and the def2-TZVPD basis",
  "spin_multiplicity": 3,
  "total_charge": 1,
  "lumo_energy_ev": [-4.072, -7.956],
  "species": ["Ag", "Ag", "P", "O", "O", "O", "O", "C", "O", "H", "H", "H", "H", "C", "O", "H", "H", "H", "H", "C", "O", "H", "H", "H", "H", "C", "O", "H", "H", "H", "H", "C", "O", "H", "H", "H", "H", "C", "O", "H", "H", "H", "H", "C", "O", "H", "H", "H", "H", "C", "O", "H", "H", "H", "H", "C", "O", "H", "H", "H", "H", "C", "O", "H", "H", "H", "H", "C", "O", "H", "H", "H", "H"],
  "xyz": [[8.0453, 3.0618, 39.5945], [9.4997, 0.9196, 42.7431], [10.5712, 2.5506, 40.7668], [11.3625, 3.4947, 41.6082], [9.1456, 2.5673, 41.4235], [10.9231, 1.0332, 40.9755], [10.1985, 2.9589, 39.3255], [8.4469, 6.6885, 39.2425], [8.6883, 5.2687, 39.3014], [7.4541, 6.9323, 39.6021], [9.1883, 7.1649, 39.8850], [8.6353, 7.0247, 38.2245], [9.6548, 5.1804, 39.3915], [7.7410, 0.7534, 36.7404], [8.3300, 1.4796, 37.8217], [7.0150, 0.0139, 37.0880], [7.2038, 1.4243, 36.0698], [8.5133, 0.2477, 36.1618], [9.1831, 1.0351, 38.0339], [12.5983, 1.2807, 44.3103], [11.3782, 1.9675, 43.9135], [13.3132, 2.0074, 44.6908], [12.3283, 0.5973, 45.1081], [13.0029, 0.7626, 43.4408], [11.6177, 2.6171, 43.2366], [12.1647, 5.7371, 39.0097], [11.3901, 5.8617, 40.2133], [12.9258, 6.5148, 38.9623], [12.6472, 4.7619, 38.9308], [11.5111, 5.8652, 38.1396], [11.4948, 5.0386, 40.7175], [9.0436, 5.7241, 42.7552], [9.9554, 4.9585, 43.5217], [9.5389, 6.5923, 42.3182], [8.6006, 5.1299, 41.9434], [8.2029, 6.0307, 43.3773], [10.5554, 4.4779, 42.9283], [11.2608, -1.1245, 38.1790], [10.3124, -0.1350, 38.6055], [11.2334, -1.9717, 38.8726], [10.9170, -1.5300, 37.2314], [12.2653, -0.7134, 38.1243], [10.5687, 0.2212, 39.4697], [14.0866, 1.7229, 39.8812], [13.5295, 0.6199, 40.6096], [13.9697, 2.6704, 40.4202], [15.1515, 1.5369, 39.7753], [13.6206, 1.7912, 38.8924], [12.5734, 0.7629, 40.7121], [5.8663, 3.8619, 41.9358], [6.2605, 4.2619, 40.6198], [4.7802, 3.7909, 42.0123], [6.3104, 2.8954, 42.1588], [6.2042, 4.5715, 42.6939], [5.8043, 5.0758, 40.3871], [7.5030, 2.6565, 45.2148], [8.6291, 2.4701, 44.3592], [7.8043, 3.1107, 46.1615], [6.7499, 3.3079, 44.7639], [7.0612, 1.6920, 45.4514], [9.0861, 3.3320, 44.2425], [13.4150, 5.6459, 43.1743], [13.8100, 4.6934, 42.1874], [14.3028, 6.1789, 43.5006], [12.7356, 6.3773, 42.7211], [12.9261, 5.1685, 44.0282], [13.0320, 4.1945, 41.9248], [11.2332, 3.4573, 36.0308], [11.8362, 2.7660, 37.1059], [11.0093, 4.5051, 36.2937], [11.9271, 3.5187, 35.1972], [10.2763, 3.0204, 35.7270], [11.2033, 2.8058, 37.8386]]
}



{
  "formula": "C2H3BrN2S",
  "method": "the ωB97M-V functional and the def2-TZVPD basis",
  "lumo_energy_ev": [-0.709, -0.944],
  "species": ["C", "C", "N", "N", "S", "Br", "H", "H", "H"],
  "xyz": [[0.3314, -1.4115, -0.0682], [0.9631, 1.2223, 0.2037], [-0.8527, -1.0541, -0.3040], [-1.3136, 0.1069, -0.4566], [1.5513, -0.2861, 0.6048], [-3.0695, 0.3834, 0.0906], [0.6533, -2.4244, -0.2012], [0.7498, 1.4701, -0.8176], [0.9870, 1.9934, 0.9484]]
}



{
  "formula": "C28H23F3N5O3SW",
  "method": "the ωB97M-V functional and the def2-TZVPD basis",
  "spin_multiplicity": 2,
  "lumo_energy_ev": [-1.113, -1.078],
  "species": ["W", "C", "C", "O", "C", "C", "C", "N", "N", "C", "O", "C", "C", "C", "C", "C", "C", "H", "H", "H", "H", "H", "H", "H", "H", "H", "H", "H", "H", "O", "C", "C", "C", "C", "C", "C", "C", "N", "C", "C", "N", "H", "H", "H", "H", "H", "H", "H", "F", "C", "F", "F", "C", "C", "C", "N", "C", "C", "H", "H", "H", "H", "S", "C"],
  "xyz": [[0.4455, -0.8264, 0.6285], [0.3560, -4.7359, -1.1863], [0.9357, -3.4224, -0.7427], [0.3048, -2.8286, 0.2154], [2.0942, -2.9296, -1.3146], [2.8910, -1.9308, -0.7048], [4.3441, -1.8581, -1.0676], [2.4328, -1.1346, 0.2533], [3.4374, -0.5989, 1.0873], [1.4356, -0.1800, 2.4012], [0.7435, -1.3744, 2.4593], [0.7659, 0.9471, 3.1271], [-0.5180, 0.7330, 3.6362], [-1.2387, 1.7655, 4.2208], [-0.6842, 3.0350, 4.3018], [0.5960, 3.2537, 3.8090], [1.3195, 2.2210, 3.2306], [-0.5797, -4.9210, -0.6648], [1.0461, -5.5538, -0.9767], [0.1798, -4.7313, -2.2639], [2.5490, -3.5175, -2.0993], [4.5681, -2.5374, -1.8869], [4.9476, -2.0973, -0.1930], [4.6153, -0.8364, -1.3393], [-0.9529, -0.2544, 3.5709], [-2.2305, 1.5753, 4.6114], [-1.2383, 3.8439, 4.7622], [1.0419, 4.2374, 3.8934], [2.3265, 2.3945, 2.8779], [-1.5433, -0.7456, 0.7870], [-2.4927, 0.1793, 0.8683], [-3.8100, -0.2523, 1.0805], [-4.8363, 0.6584, 1.1950], [-4.5863, 2.0293, 1.1008], [-3.2971, 2.4606, 0.8832], [-2.2376, 1.5542, 0.7599], [-0.8856, 2.0265, 0.5066], [0.2004, 1.2786, 0.3932], [1.2707, 2.1225, 0.1422], [0.8147, 3.3945, 0.0906], [-0.5407, 3.3212, 0.3167], [-3.9799, -1.3168, 1.1696], [-5.8442, 0.3028, 1.3675], [-5.3915, 2.7428, 1.2037], [-3.1154, 3.5271, 0.8241], [2.2797, 1.7431, 0.1014], [1.3258, 4.3311, -0.0371], [-1.1673, 4.1019, 0.3768], [-1.7644, -0.1836, -6.1018], [-0.6623, -0.8781, -5.7780], [-0.8496, -2.1435, -6.1783], [0.3602, -0.3723, -6.4759], [-0.4127, -0.8128, -4.2815], [0.6553, -0.0945, -3.7789], [0.8217, -0.0638, -2.4023], [-0.0087, -0.7042, -1.5738], [-1.0391, -1.4013, -2.0678], [-1.2787, -1.4744, -3.4287], [1.3513, 0.4250, -4.4196], [1.6455, 0.4730, -1.9558], [-1.6708, -1.8947, -1.3419], [-2.1210, -2.0448, -3.7932], [3.9361, 0.1966, 3.5414], [2.9400, -0.2234, 2.2596]]
}



{
  "formula": "C20H22AgBBr2F4N5O6P2Se",
  "method": "the ωB97M-V functional and the def2-TZVPD basis",
  "total_charge": -1,
  "lumo_energy_ev": 1.819,
  "species": ["Ag", "N", "C", "C", "P", "O", "O", "O", "P", "O", "O", "O", "H", "H", "H", "H", "H", "H", "H", "H", "Br", "C", "C", "C", "N", "C", "C", "C", "C", "C", "Br", "C", "C", "N", "H", "H", "H", "H", "H", "H", "F", "B", "F", "F", "F", "C", "N", "C", "Se", "N", "C", "C", "C", "C", "C", "C", "H", "H", "H", "H", "H", "H", "H", "H"],
  "xyz": [[1.1639, 0.5567, -0.4689], [3.6343, -1.0340, 2.3414], [3.5084, 0.4690, 2.2616], [4.4439, 1.0988, 3.2829], [1.7431, 0.6893, 2.8659], [1.7067, 2.1957, 3.4072], [1.6876, -0.2876, 3.9969], [0.7116, 0.5193, 1.7858], [4.1907, 0.7263, 0.5350], [4.1321, 2.2966, 0.2726], [5.5961, 0.2668, 0.6488], [3.2977, -0.0535, -0.4068], [3.1336, -1.3302, 3.1983], [4.6176, -1.3038, 2.2755], [3.1425, -1.4164, 1.5179], [4.1428, 0.8342, 4.2990], [4.4045, 2.1811, 3.1808], [5.4704, 0.7779, 3.0969], [1.5542, 2.8084, 2.6615], [3.2384, 2.6533, 0.1278], [0.4480, 1.6076, -6.7759], [0.4787, 0.8851, -5.0265], [1.5193, 0.0657, -4.6212], [1.4675, -0.4604, -3.3455], [0.4719, -0.2310, -2.4827], [-0.5259, 0.5794, -2.8944], [-0.5596, 1.1546, -4.1591], [-1.5788, 0.8776, -1.9015], [-2.9254, 0.9803, -2.2397], [-3.8144, 1.2984, -1.2314], [-5.6631, 1.4387, -1.6275], [-3.3719, 1.4872, 0.0644], [-2.0140, 1.3279, 0.3080], [-1.1471, 1.0412, -0.6487], [2.3445, -0.1565, -5.2811], [2.2519, -1.1136, -2.9808], [-1.3600, 1.8283, -4.4289], [-3.2578, 0.8062, -3.2533], [-4.0562, 1.7618, 0.8528], [-1.5920, 1.4356, 1.3011], [-0.1991, 4.3074, -0.3188], [1.1663, 4.0363, -0.3160], [1.9162, 5.1378, -0.6856], [1.5703, 3.5803, 0.9742], [1.4277, 2.9511, -1.2188], [-1.0152, -2.2417, 2.6888], [-1.3826, -2.4289, 1.3017], [-0.4966, -2.5313, 0.2834], [1.2968, -2.7146, 0.3800], [-1.2111, -2.6917, -0.8630], [-2.5615, -2.6900, -0.5856], [-3.6785, -2.8760, -1.3816], [-4.9144, -2.8905, -0.7535], [-5.0259, -2.7177, 0.6242], [-3.9090, -2.5301, 1.4247], [-2.6705, -2.5247, 0.8019], [-0.2152, -1.5071, 2.7566], [-0.6828, -3.1839, 3.1280], [-1.8738, -1.8633, 3.2393], [-0.7671, -2.6790, -1.7644], [-3.5898, -3.0238, -2.4499], [-5.8086, -3.0379, -1.3431], [-6.0095, -2.7372, 1.0742], [-4.0018, -2.4059, 2.4948]]
}



{
  "formula": "C10H40O10",
  "method": "the ωB97M-V functional and the def2-TZVPD basis",
  "smiles": "CO.CO.CO.CO.CO.CO.CO.CO.CO.CO",
  "lumo_energy_ev": 0.372,
  "species": ["C", "O", "H", "H", "H", "H", "C", "O", "H", "H", "H", "H", "C", "O", "H", "H", "H", "H", "C", "O", "H", "H", "H", "H", "C", "O", "H", "H", "H", "H", "C", "O", "H", "H", "H", "H", "C", "O", "H", "H", "H", "H", "C", "O", "H", "H", "H", "H", "C", "O", "H", "H", "H", "H", "C", "O", "H", "H", "H", "H"],
  "xyz": [[-4.2456, 4.6199, -10.0039], [-5.2623, 5.5104, -10.5151], [-4.2630, 4.9042, -8.9486], [-4.4293, 3.5605, -10.1669], [-3.2534, 4.8054, -10.4290], [-5.0462, 6.4037, -10.2113], [-3.8845, 2.0116, -13.2707], [-2.5503, 2.4855, -13.5973], [-4.3305, 2.7744, -12.6346], [-4.4033, 1.8138, -14.2062], [-3.7929, 1.1338, -12.6252], [-2.1484, 1.7880, -14.1236], [-5.9127, 5.0533, -13.9854], [-6.5917, 4.3639, -12.9593], [-4.9597, 4.5797, -14.2459], [-6.5250, 5.1611, -14.8768], [-5.6457, 6.0663, -13.6631], [-6.1846, 4.5925, -12.1137], [-4.7296, 6.3636, -5.1541], [-4.3493, 5.5400, -6.2230], [-4.5324, 7.4272, -5.2980], [-5.7713, 6.2278, -4.8549], [-4.2433, 6.0567, -4.2172], [-3.4451, 5.2362, -6.1358], [-0.5038, 2.5517, -10.3608], [0.8539, 2.5501, -10.7806], [-0.6345, 2.1934, -9.3453], [-0.8938, 3.5727, -10.4596], [-1.1323, 1.9604, -11.0356], [0.8548, 2.7927, -11.7103], [-7.8078, 8.4899, -10.4550], [-9.1794, 8.3470, -10.7189], [-7.5854, 9.5258, -10.2061], [-7.4314, 7.8220, -9.6780], [-7.1310, 8.2717, -11.2926], [-9.3369, 7.5465, -11.2249], [-2.3555, 6.2004, -12.9932], [-2.0430, 5.2217, -13.9653], [-1.6767, 6.1597, -12.1354], [-2.1379, 7.1636, -13.4627], [-3.3990, 6.1915, -12.6778], [-2.6537, 4.4754, -13.9086], [-3.6706, 8.0666, -9.0222], [-4.8791, 8.2797, -9.7582], [-2.8353, 7.8548, -9.6971], [-3.3327, 8.9702, -8.5079], [-3.8473, 7.2607, -8.3168], [-4.7544, 9.0522, -10.3179], [-6.9196, 1.6118, -11.1070], [-7.3193, 0.9008, -9.9332], [-7.7856, 1.7429, -11.7573], [-6.3912, 2.5430, -10.9277], [-6.2804, 0.9281, -11.6779], [-8.2590, 0.7264, -9.9371], [-4.9209, 1.2309, -7.4749], [-4.9073, 0.4440, -8.6485], [-5.1637, 2.2643, -7.7537], [-5.7072, 0.9071, -6.7831], [-3.9572, 1.1761, -6.9770], [-5.7671, 0.4774, -9.1005]]
}



In eV, the energy above the lowest of the compared OMol25 structures with the same formula, charge and spin values for the records above are, in order, 0.000; 3.833; 0.806; 0.231; 4.344.